A molecular structure, C4H16Br2FeN8O4 in a non-equilibrium geometry. Source: the Open Molecules 2025 dataset; level of theory: wB97M-V/def2-TZVPD.

Output
total charge: +1
energy above the lowest of the compared OMol25 structures with the same formula, charge and spin: 1.026 eV
gap between HOMO and LUMO (spin up / spin down): 0.3011 / 0.2691 Ha
2S+1: 6

Geometry as XYZ:
```
35
Properties=species:S:1:pos:R:3:forces:R:3:nbo_charge:R:1
Br -1.747125 -0.830957 -3.316066 0.43 -0.01 0.88 -0.505
Br -2.213735 -2.931797 -0.064846 0.44 0.64 -0.30 -0.502
Fe -0.968575 -0.950687 -0.937826 -1.70 -1.03 -0.60 1.579
O 0.726795 -1.956137 -1.255976 -0.90 -0.26 -0.66 -0.729
O -0.422095 -0.612937 1.040864 0.78 0.02 -1.35 -0.728
O 0.334065 0.516563 -1.053796 -1.11 0.58 0.85 -0.743
O -2.385645 0.432013 -0.378246 -1.62 1.24 0.07 -0.737
N 2.791505 -2.423567 -1.984286 1.31 0.12 -2.26 -0.780
N 2.493065 0.992733 -1.072236 4.41 -1.86 2.24 -0.795
N 2.309185 -2.704447 0.038344 1.76 -2.18 8.23 -0.779
N 0.692705 -0.766757 2.935554 5.83 -1.03 3.18 -0.778
N -1.334565 -0.152377 3.036354 -1.83 1.15 0.86 -0.817
N -3.993205 2.083103 -0.465186 -1.67 0.14 -0.80 -0.792
N 1.219605 2.181713 -2.145356 -2.46 8.23 -6.08 -0.765
N -2.398815 2.117653 1.065224 1.27 1.64 2.81 -0.813
C 1.866355 -2.368077 -1.064216 -2.93 2.00 -4.26 0.790
C -0.314945 -0.475937 2.234354 -4.35 -0.02 -1.05 0.790
C -2.942085 1.471033 0.070004 1.20 -1.99 -2.41 0.808
C 1.269045 1.226833 -1.376976 -1.04 -4.42 1.83 0.784
H 3.254265 -3.049357 0.127504 -0.46 -0.15 0.50 0.397
H -1.120135 0.024403 4.007374 -0.65 0.02 -0.24 0.383
H 1.666355 -2.770157 0.814594 0.15 -0.28 0.01 0.425
H 2.681625 0.238513 -0.427476 0.42 0.33 -0.14 0.405
H -2.879705 2.883353 1.515284 0.24 -0.08 -0.15 0.399
H 2.636445 -1.818077 -2.777656 0.61 -0.33 -0.18 0.427
H -4.570775 1.688073 -1.193516 0.40 -0.39 0.13 0.433
H 0.360465 2.671923 -2.349526 -0.14 -0.52 -0.14 0.420
H -4.332035 2.965593 -0.109516 0.24 -0.24 0.04 0.399
H 3.671585 -2.597287 -1.520196 0.52 0.38 -1.66 0.378
H 1.626005 -0.880207 2.566534 -0.33 0.03 0.00 0.404
H 2.007925 2.573493 -2.640486 -0.08 -0.19 0.34 0.404
H 0.597255 -0.570857 3.921764 0.75 -0.36 -0.18 0.394
H -1.425305 1.982133 1.297624 -0.34 -0.27 -0.05 0.417
H -2.268875 0.038933 2.703834 0.32 -0.18 -0.10 0.427
H 3.113355 1.771563 -1.241826 0.53 -0.75 0.64 0.400
```
Forces are in eV/Å.